No. 1
ORCA calculation (ωB97M-V with the def2-TZVPD basis set) on 2 unconnected molecules or ions with the total composition C4H6O2.

Output
SMILES: C=C=O.CC=O
relative energy (zero: lowest compared OMol25 entry of this formula, charge and spin): 173.39 kJ/mol
F_max: 0.70 eV/A
spin multiplicity: 1
molecular weight: 86.09 Da
total energy: -8338.6641 eV

CARTESIAN COORDINATES (ANGSTROEM)
H1 -1.473 0.009 1.933
H2 0.662 0.257 -2.744
H3 -0.517 1.083 -0.513
C1 -0.551 0.051 -0.931
C2 0.509 -0.430 -1.905
C3 0.590 0.231 1.699
O1 1.614 0.090 1.157
C4 -0.551 0.430 2.317
O2 -1.453 -0.670 -0.564
H4 0.178 -1.396 -2.292
H5 1.489 -0.580 -1.433
H6 -0.498 0.925 3.276

Cartesian forces (eV/Å) of the 2 atoms listed first:
0.2 0.1 0.0
-0.1 0.1 0.2



No. 2
ORCA calculation (ωB97M-V with the def2-TZVPD basis set) on C4H6O2 in the gas phase.

Output
SMILES: CC(=O)CC=O
relative energy (zero: lowest compared OMol25 entry of this formula, charge and spin): 190.68 kJ/mol
F_max: 2.07 eV/A
spin multiplicity: 1
molecular weight: 86.09 Da
total energy: -8338.4849 eV

CARTESIAN COORDINATES (ANGSTROEM)
C1 0.931 -0.293 -0.397
H1 0.057 0.103 2.189
H2 -0.561 0.509 -1.732
O1 1.258 1.682 -2.142
C2 -0.448 -0.358 0.116
H3 1.723 -0.172 0.360
H4 -1.431 0.865 1.540
H5 -1.426 -0.853 1.925
C3 0.544 0.879 -1.638
O2 -1.355 -0.438 -0.716
H6 1.183 -1.093 -1.099
C4 -0.808 -0.038 1.540

Cartesian forces (eV/Å) of the 2 atoms listed first:
0.0 0.8 -0.7
-0.1 0.0 -0.1



No. 3
ORCA calculation (ωB97M-V with the def2-TZVPD basis set) on C4H6O2 in the gas phase.

Output
relative energy (zero: lowest compared OMol25 entry of this formula, charge and spin): 502.36 kJ/mol
F_max: 2.34 eV/A
spin multiplicity: 1
molecular weight: 86.09 Da
total energy: -8335.2545 eV

CARTESIAN COORDINATES (ANGSTROEM)
H1 -1.155 1.791 0.377
H2 1.485 0.724 1.538
H3 -2.218 -0.591 -0.289
C1 -0.015 -0.230 0.163
O1 -2.455 0.279 0.036
C2 1.348 -0.066 0.849
H4 0.085 -2.165 0.289
C3 -1.173 0.714 0.130
C4 1.362 0.279 -0.556
O2 -0.468 -1.522 -0.112
H5 1.535 1.185 -1.074
H6 1.671 -0.399 -1.352

Cartesian forces (eV/Å) of the 2 atoms listed first:
0.7 -0.8 -0.3
-0.1 0.9 0.7



No. 4
ORCA calculation (ωB97M-V with the def2-TZVPD basis set) on C4H6O2 in the gas phase.

Output
SMILES: O=CC[C@H]1CO1
relative energy (zero: lowest compared OMol25 entry of this formula, charge and spin): 193.95 kJ/mol
F_max: 0.50 eV/A
spin multiplicity: 1
molecular weight: 86.09 Da
total energy: -8338.4510 eV

CARTESIAN COORDINATES (ANGSTROEM)
H1 0.623 0.920 -1.077
H2 2.873 0.197 -0.304
H3 0.729 -0.827 -1.213
C1 -0.561 -0.209 0.373
O1 2.038 -0.161 1.492
H4 -1.996 0.750 -1.015
O2 -1.523 -1.127 -0.131
H5 -0.363 -0.306 1.440
C2 0.669 -0.005 -0.486
C3 1.959 0.011 0.299
C4 -1.886 0.242 -0.055
H6 -2.644 0.484 0.690

Cartesian forces (eV/Å) of the 2 atoms listed first:
0.0 -0.1 0.1
-0.1 0.0 0.1



No. 5
ORCA calculation (ωB97M-V with the def2-TZVPD basis set) on C4H6O2 in the gas phase.

Output
SMILES: C[C@@]1(C=O)CO1
relative energy (zero: lowest compared OMol25 entry of this formula, charge and spin): 187.02 kJ/mol
F_max: 0.51 eV/A
spin multiplicity: 1
molecular weight: 86.09 Da
total energy: -8338.5229 eV

CARTESIAN COORDINATES (ANGSTROEM)
O1 1.997 -0.699 -1.054
H1 0.624 2.154 -0.193
O2 -0.174 0.843 1.289
C1 1.510 -0.379 0.002
C2 0.066 0.032 0.148
H2 2.103 -0.353 0.937
C3 -0.987 -1.015 -0.152
C4 -0.198 1.468 0.015
H3 -0.585 -1.793 -0.807
H4 -1.862 -0.572 -0.636
H5 -1.315 -1.475 0.786
H6 -1.179 1.789 -0.336

Cartesian forces (eV/Å) of the 2 atoms listed first:
-0.2 0.0 0.4
-0.1 -0.1 0.1



No. 6
ORCA calculation (ωB97M-V with the def2-TZVPD basis set) on a molecular structure, C4H6O2.

Output
relative energy (zero: lowest compared OMol25 entry of this formula, charge and spin): 255.62 kJ/mol
F_max: 1.16 eV/A
spin multiplicity: 1
molecular weight: 86.09 Da
total energy: -8337.8118 eV

CARTESIAN COORDINATES (ANGSTROEM)
O1 0.739 -1.271 0.556
O2 0.717 2.036 -0.115
H1 -0.676 -0.130 1.614
H2 -1.063 -0.729 -1.391
H3 1.052 1.929 -1.002
H4 2.701 -0.419 0.126
H5 -2.015 -1.403 -0.050
C1 -1.443 -0.531 -0.383
C2 0.747 0.740 0.268
H6 -2.125 0.326 -0.429
C3 -0.320 -0.253 0.589
C4 1.639 -0.243 0.264

Cartesian forces (eV/Å) of the 2 atoms listed first:
0.0 -0.3 0.3
0.0 0.1 0.1



No. 7
ORCA calculation (ωB97M-V with the def2-TZVPD basis set) on C4H6O2 in the gas phase.

Output
relative energy (zero: lowest compared OMol25 entry of this formula, charge and spin): 373.44 kJ/mol
F_max: 0.30 eV/A
spin multiplicity: 1
molecular weight: 86.09 Da
total energy: -8336.5907 eV

CARTESIAN COORDINATES (ANGSTROEM)
H1 -1.402 -0.639 0.206
C1 0.720 0.667 -0.719
O1 1.363 -0.345 0.075
H2 1.351 1.505 -1.011
H3 -0.774 -0.954 1.839
C2 0.368 0.475 0.695
H4 0.523 -1.453 -1.318
O2 -0.166 -1.078 -1.922
H5 0.791 1.177 1.417
H6 -1.627 0.563 1.477
C3 -0.931 -0.183 1.082
C4 -0.249 0.213 -1.773

Cartesian forces (eV/Å) of the 2 atoms listed first:
0.0 0.0 0.3
-0.1 0.2 -0.2



No. 8
ORCA calculation (ωB97M-V with the def2-TZVPD basis set) on 2 unconnected molecules or ions with the total composition C4H6O2.

Output
SMILES: C1=CC1.O=CO
relative energy (zero: lowest compared OMol25 entry of this formula, charge and spin): 305.77 kJ/mol
F_max: 0.52 eV/A
spin multiplicity: 1
molecular weight: 86.09 Da
total energy: -8337.2920 eV

CARTESIAN COORDINATES (ANGSTROEM)
C1 0.309 0.660 1.727
C2 0.564 -1.184 -0.734
H1 0.355 1.025 -1.175
C3 0.146 0.009 -1.544
O1 0.759 -0.014 2.605
O2 -1.015 0.866 1.576
H2 -1.169 1.411 0.790
C4 -0.705 -0.934 -0.743
H3 0.924 1.175 0.965
H4 1.394 -1.791 -0.406
H5 -1.706 -1.179 -0.425
H6 0.142 -0.045 -2.636

Cartesian forces (eV/Å) of the 2 atoms listed first:
0.3 -0.2 0.2
-0.4 0.0 0.0



No. 9
ORCA calculation (ωB97M-V with the def2-TZVPD basis set) on a molecular structure, C4H6O2.

Output
relative energy (zero: lowest compared OMol25 entry of this formula, charge and spin): 248.96 kJ/mol
F_max: 0.47 eV/A
spin multiplicity: 1
molecular weight: 86.09 Da
total energy: -8337.8809 eV

CARTESIAN COORDINATES (ANGSTROEM)
H1 1.036 1.927 0.284
C1 0.349 1.090 0.341
H2 -1.249 -1.207 -0.487
H3 2.307 -0.600 0.807
C2 -1.109 0.931 0.206
C3 0.480 -0.247 0.517
H4 0.607 -0.786 -2.167
H5 0.586 -0.071 -1.962
H6 -1.434 -1.030 1.291
O1 1.478 -1.094 0.724
C4 -0.975 -0.611 0.391
O2 -2.055 1.652 0.022

Cartesian forces (eV/Å) of the 2 atoms listed first:
-0.1 -0.1 0.1
0.0 0.0 0.1



No. 10
ORCA calculation (ωB97M-V with the def2-TZVPD basis set) on a molecular structure, C4H6O2.

Output
relative energy (zero: lowest compared OMol25 entry of this formula, charge and spin): 244.29 kJ/mol
F_max: 0.51 eV/A
spin multiplicity: 1
molecular weight: 86.09 Da
total energy: -8337.9292 eV

CARTESIAN COORDINATES (ANGSTROEM)
H1 -1.715 -1.394 0.917
C1 0.189 -0.198 1.118
C2 0.990 0.050 -0.136
H2 1.974 -0.426 -0.176
C3 -0.177 -0.771 -0.765
H3 -0.176 -0.074 2.965
H4 -0.906 1.452 -2.256
H5 -0.506 2.076 -2.202
C4 -0.813 -0.914 0.554
H6 1.059 1.092 -0.462
O1 0.500 0.223 2.338
O2 -0.420 -1.115 -1.894

Cartesian forces (eV/Å) of the 2 atoms listed first:
0.1 0.1 0.0
0.0 0.0 -0.1



No. 11
ORCA calculation (ωB97M-V with the def2-TZVPD basis set) on C4H6O2 in the gas phase.

Output
SMILES: O=CC1COC1
relative energy (zero: lowest compared OMol25 entry of this formula, charge and spin): 209.84 kJ/mol
F_max: 0.83 eV/A
spin multiplicity: 1
molecular weight: 86.09 Da
total energy: -8338.2863 eV

CARTESIAN COORDINATES (ANGSTROEM)
C1 -1.168 -0.469 -0.142
H1 0.254 1.743 0.910
C2 -0.163 1.324 -0.016
H2 0.910 -1.568 1.159
H3 -1.402 -1.183 0.661
H4 0.663 -0.394 -1.369
O1 -1.504 0.875 0.206
H5 -0.109 2.086 -0.802
C3 1.346 -0.821 0.482
H6 -1.678 -0.782 -1.059
O2 2.539 -0.684 0.341
C4 0.312 -0.125 -0.371

Cartesian forces (eV/Å) of the 2 atoms listed first:
-0.1 -0.4 -0.2
0.1 -0.1 -0.2



No. 12
ORCA calculation (ωB97M-V with the def2-TZVPD basis set) on C4H6O2 in the gas phase.

Output
SMILES: O=COC1CC1
relative energy (zero: lowest compared OMol25 entry of this formula, charge and spin): 170.87 kJ/mol
F_max: 0.58 eV/A
spin multiplicity: 1
molecular weight: 86.09 Da
total energy: -8338.6902 eV

CARTESIAN COORDINATES (ANGSTROEM)
H1 -1.658 -0.798 0.746
O1 0.494 0.351 1.211
C1 -0.241 0.669 0.045
H2 2.445 0.746 0.692
H3 -0.155 1.710 -0.264
O2 2.082 -1.224 1.019
C2 -0.407 -0.381 -1.015
C3 1.756 -0.076 0.948
H4 -0.497 -0.025 -2.037
C4 -1.524 -0.076 -0.053
H5 0.127 -1.321 -0.900
H6 -2.423 0.426 -0.391

Cartesian forces (eV/Å) of the 2 atoms listed first:
-0.1 0.1 -0.1
0.1 -0.2 0.1



No. 13
ORCA calculation (ωB97M-V with the def2-TZVPD basis set) on C4H6O2 in the gas phase.

Output
SMILES: CC(=O)CC=O
relative energy (zero: lowest compared OMol25 entry of this formula, charge and spin): 95.85 kJ/mol
F_max: 0.64 eV/A
spin multiplicity: 1
molecular weight: 86.09 Da
total energy: -8339.4677 eV

CARTESIAN COORDINATES (ANGSTROEM)
H1 -0.819 1.668 0.186
C1 -1.424 0.763 0.226
C2 0.887 -0.674 0.363
H2 1.064 -0.022 -1.740
O1 2.445 0.900 -0.592
H3 -2.144 0.827 1.052
C3 -0.653 -0.548 0.312
H4 -2.030 0.692 -0.686
C4 1.521 0.139 -0.740
H5 1.057 -1.736 0.137
H6 1.392 -0.446 1.310
O2 -1.296 -1.563 0.170

Cartesian forces (eV/Å) of the 2 atoms listed first:
0.1 -0.1 0.1
0.2 0.1 0.0



No. 14
ORCA calculation (ωB97M-V with the def2-TZVPD basis set) on a molecular structure, C4H6O2.

Output
relative energy (zero: lowest compared OMol25 entry of this formula, charge and spin): 546.77 kJ/mol
F_max: 0.53 eV/A
spin multiplicity: 1
molecular weight: 86.09 Da
total energy: -8334.7942 eV

CARTESIAN COORDINATES (ANGSTROEM)
H1 -1.771 1.625 0.962
C1 -0.489 -0.052 0.258
C2 -1.353 1.175 0.039
O1 0.323 0.122 1.398
O2 -1.569 1.628 -1.057
H2 1.698 -0.312 -0.194
C3 0.576 -0.294 -0.818
H3 1.054 -1.721 0.902
H4 0.451 -1.165 -1.459
H5 0.808 0.605 -1.399
C4 1.416 -0.675 1.000
H6 -1.144 -0.935 0.369

Cartesian forces (eV/Å) of the 2 atoms listed first:
0.0 0.0 -0.1
-0.1 0.0 -0.1



No. 15
ORCA calculation (ωB97M-V with the def2-TZVPD basis set) on C4H6O2 in the gas phase.

Output
SMILES: OCC#CCO
relative energy (zero: lowest compared OMol25 entry of this formula, charge and spin): 423.17 kJ/mol
F_max: 1.48 eV/A
spin multiplicity: 1
molecular weight: 86.09 Da
total energy: -8336.0753 eV

CARTESIAN COORDINATES (ANGSTROEM)
C1 0.725 0.138 -0.014
C2 0.910 -0.352 1.329
O1 0.449 -1.655 1.582
H1 -1.008 1.714 -1.831
H2 0.697 -2.208 0.831
C3 0.679 0.544 -1.175
H3 -1.614 0.867 0.230
O2 -1.536 0.185 -0.454
H4 1.998 -0.241 1.427
H5 -0.998 0.034 -2.424
C4 -0.741 0.681 -1.581
H6 0.438 0.292 2.080

Cartesian forces (eV/Å) of the 2 atoms listed first:
1.5 0.0 -0.2
0.3 0.3 0.2



No. 16
ORCA calculation (ωB97M-V with the def2-TZVPD basis set) on a molecular structure, C4H6O2.

Output
relative energy (zero: lowest compared OMol25 entry of this formula, charge and spin): 242.55 kJ/mol
F_max: 0.56 eV/A
spin multiplicity: 1
molecular weight: 86.09 Da
total energy: -8337.9473 eV

CARTESIAN COORDINATES (ANGSTROEM)
H1 1.089 1.984 1.200
H2 2.006 -0.485 2.379
O1 1.405 -1.022 1.842
O2 -1.109 1.518 -0.946
H3 0.003 -1.286 -0.779
C1 0.600 1.098 0.814
H4 -1.312 -0.544 -3.311
C2 0.690 -0.233 1.050
H5 -1.256 -1.136 0.491
C3 -0.440 0.849 -0.197
C4 -0.356 -0.684 0.062
H6 -1.382 0.000 -2.805

Cartesian forces (eV/Å) of the 2 atoms listed first:
-0.1 -0.1 0.0
-0.1 -0.1 0.0



No. 17
ORCA calculation (ωB97M-V with the def2-TZVPD basis set) on a molecular structure, C4H6O2.

Output
relative energy (zero: lowest compared OMol25 entry of this formula, charge and spin): 514.33 kJ/mol
F_max: 0.71 eV/A
spin multiplicity: 1
molecular weight: 86.09 Da
total energy: -8335.1305 eV

CARTESIAN COORDINATES (ANGSTROEM)
C1 0.534 2.335 -0.428
C2 0.058 -0.804 0.525
O1 0.673 1.035 -0.742
H1 0.307 -2.667 -0.661
H2 -0.473 -1.173 1.409
C3 -0.258 -1.716 -0.637
H3 -0.310 1.192 1.162
H4 1.486 2.571 0.128
O2 -1.085 -1.458 -1.476
H5 -1.343 0.722 -0.222
H6 1.131 -0.827 0.752
C4 -0.355 0.609 0.223

Cartesian forces (eV/Å) of the 2 atoms listed first:
0.4 0.5 0.0
-0.1 -0.2 0.1



No. 18
ORCA calculation (ωB97M-V with the def2-TZVPD basis set) on 2 unconnected molecules or ions with the total composition C4H6O2.

Output
SMILES: OC1C=C1.C=O
relative energy (zero: lowest compared OMol25 entry of this formula, charge and spin): 397.34 kJ/mol
F_max: 0.77 eV/A
spin multiplicity: 1
molecular weight: 86.09 Da
total energy: -8336.3430 eV

CARTESIAN COORDINATES (ANGSTROEM)
C1 -0.098 1.372 -0.208
H1 -1.376 -1.447 -0.684
H2 0.152 -0.038 -1.478
C2 0.010 0.717 1.125
H3 2.183 1.268 0.639
C3 1.126 1.077 0.559
H4 -0.477 0.426 2.045
O1 0.626 -1.636 -0.459
H5 -0.730 -2.851 0.391
H6 -0.465 2.395 -0.241
O2 -0.430 0.736 -1.417
C4 -0.512 -1.983 -0.251

Cartesian forces (eV/Å) of the 2 atoms listed first:
-0.1 0.6 0.2
0.1 0.0 0.1



No. 19
ORCA calculation (ωB97M-V with the def2-TZVPD basis set) on 2 unconnected molecules or ions with the total composition C4H6O2.

Output
SMILES: C=C1CO1.C=O
relative energy (zero: lowest compared OMol25 entry of this formula, charge and spin): 331.68 kJ/mol
F_max: 0.51 eV/A
spin multiplicity: 1
molecular weight: 86.09 Da
total energy: -8337.0236 eV

CARTESIAN COORDINATES (ANGSTROEM)
H1 0.452 1.476 1.230
H2 -0.470 1.111 -1.363
H3 -0.661 -1.916 1.498
C1 -0.828 -0.709 -0.206
H4 0.743 -1.998 0.262
C2 -1.005 0.164 -1.331
C3 1.435 1.259 0.770
C4 -0.210 -1.582 0.569
O1 -1.957 0.032 -0.221
O2 1.702 1.582 -0.360
H5 2.161 0.727 1.415
H6 -1.362 -0.233 -2.279

Cartesian forces (eV/Å) of the 2 atoms listed first:
0.1 0.0 -0.1
-0.1 -0.2 0.0



No. 20
ORCA calculation (ωB97M-V with the def2-TZVPD basis set) on C4H6O2 in the gas phase.

Output
relative energy (zero: lowest compared OMol25 entry of this formula, charge and spin): 416.22 kJ/mol
F_max: 1.78 eV/A
spin multiplicity: 1
molecular weight: 86.09 Da
total energy: -8336.1473 eV

CARTESIAN COORDINATES (ANGSTROEM)
H1 1.474 1.067 1.052
C1 -1.628 0.168 0.037
C2 0.488 0.238 -0.704
H2 0.651 0.036 -1.764
H3 0.750 -1.738 0.864
O1 -0.643 1.040 -0.447
H4 -2.055 -0.427 -0.784
O2 -0.960 -0.688 0.942
H5 2.583 0.184 -0.170
C3 0.137 -1.080 0.235
H6 -2.380 0.738 0.575
C4 1.583 0.462 0.165

Cartesian forces (eV/Å) of the 2 atoms listed first:
-0.1 0.0 -0.1
-0.4 0.2 0.0